# 1
{
  "formula": "C5H10NO2",
  "method": "ωB97M-V/def2-TZVPD",
  "elements": ["C", "N", "C", "O", "C", "C", "C", "O", "H", "H", "H", "H", "H", "H", "H", "H", "H", "H"],
  "xyz": [[0.228, -0.223, -1.142], [-0.456, 0.554, -2.045], [-0.821, 1.850, -1.860], [-1.800, 2.259, -2.492], [-0.492, -0.424, 0.190], [0.194, 0.140, 1.446], [1.120, -1.159, 1.993], [0.301, -2.145, 2.404], [0.740, -1.222, -1.502], [1.328, 0.085, -1.000], [-1.016, -0.068, -2.725], [-0.223, 2.460, -1.204], [-0.827, -1.398, 0.336], [-1.574, -0.029, 0.111], [0.689, 1.149, 1.185], [-0.636, 0.325, 2.248], [1.699, -1.550, 1.129], [1.546, -0.605, 2.929]],
  "charge": -1,
  "homo_lumo_gap_ev": 6.045,
  "multiplicity": 1,
  "de_lowest_kcal_mol": 97.3,
  "smiles": "O=CNCCCC[O-]"
}

***

# 2
{
  "formula": "C30H33N3O3",
  "method": "ωB97M-V/def2-TZVPD",
  "elements": ["C", "C", "O", "N", "C", "O", "O", "H", "H", "C", "C", "N", "C", "C", "C", "C", "C", "C", "C", "C", "C", "C", "C", "C", "C", "C", "C", "N", "C", "C", "C", "C", "C", "C", "C", "C", "C", "C", "H", "H", "H", "H", "H", "H", "H", "H", "H", "H", "H", "H", "H", "H", "H", "H", "H", "H", "H", "H", "H", "H", "H", "H", "H", "H", "H", "H", "H", "H", "H"],
  "xyz": [[3.805, 2.969, -2.250], [3.191, 1.738, -2.713], [3.184, 1.184, -3.846], [2.587, 1.189, -1.664], [2.638, 1.985, -0.535], [2.165, 1.881, 0.579], [3.468, 3.077, -0.907], [4.878, 2.921, -2.395], [3.455, 3.829, -2.820], [2.383, -3.760, 3.578], [3.871, -3.723, 3.629], [4.495, -3.046, 2.536], [5.897, -3.323, 2.436], [6.666, -2.413, 1.528], [5.875, -2.100, 0.235], [4.472, -1.698, 0.539], [3.858, -2.161, 1.729], [2.481, -1.887, 1.949], [1.756, -1.093, 1.072], [2.315, -0.665, -0.139], [1.538, 0.018, -1.210], [0.144, 0.405, -0.930], [-0.594, 1.239, -1.738], [-1.992, 1.313, -1.530], [-2.624, 0.847, -0.335], [-3.986, 0.896, -0.121], [-4.805, 1.537, -1.102], [-6.133, 1.696, -0.878], [-6.809, 1.111, 0.238], [-6.063, -0.018, 0.911], [-4.616, 0.336, 1.121], [-6.970, 2.517, -1.696], [-6.241, 3.383, -2.698], [-5.095, 2.662, -3.343], [-4.205, 2.033, -2.302], [-2.829, 1.942, -2.495], [3.759, -0.817, -0.317], [1.813, -2.377, 3.177], [2.013, -4.507, 2.861], [1.956, -4.035, 4.544], [4.155, -3.216, 4.549], [4.260, -4.734, 3.697], [6.347, -3.270, 3.423], [6.047, -4.353, 2.108], [6.882, -1.457, 2.013], [7.641, -2.843, 1.265], [6.406, -1.371, -0.396], [5.814, -3.024, -0.360], [0.778, -0.712, 1.403], [1.832, -0.267, -2.307], [-0.359, -0.121, -0.082], [-0.046, 1.824, -2.473], [-2.035, 0.342, 0.461], [-7.023, 1.892, 0.982], [-7.778, 0.748, -0.107], [-6.522, -0.237, 1.867], [-6.136, -0.922, 0.308], [-4.023, -0.528, 1.455], [-4.514, 1.101, 1.904], [-7.658, 1.847, -2.224], [-7.586, 3.134, -1.036], [-6.944, 3.700, -3.455], [-5.871, 4.275, -2.203], [-5.470, 1.870, -4.010], [-4.479, 3.327, -3.955], [-2.396, 2.268, -3.449], [4.309, -0.247, -1.087], [0.725, -2.430, 2.970], [1.941, -1.683, 4.042]],
  "homo_lumo_gap_ev": 7.385,
  "multiplicity": 1,
  "de_lowest_kcal_mol": 101.8,
  "smiles": "O=C1COC(=O)N1[C@H](/C=C/c1cc2c3c(c1)CCCN3CCC2)c1cc2c3c(c1)CCCN3CCC2"
}

***

# 3
{
  "formula": "C9H11OP",
  "method": "ωB97M-V/def2-TZVPD",
  "elements": ["C", "C", "C", "C", "C", "C", "C", "C", "C", "O", "P", "H", "H", "H", "H", "H", "H", "H", "H", "H", "H", "H"],
  "xyz": [[1.371, -0.084, -1.243], [2.614, -0.131, -0.732], [0.247, 0.674, -0.599], [2.987, 0.781, 0.348], [0.685, 0.860, 0.852], [2.009, 1.158, 1.182], [-0.476, 0.494, 1.750], [-1.831, 0.572, 1.016], [-1.612, -1.878, -0.753], [-2.543, 0.542, -1.761], [-1.686, -0.052, -0.738], [1.157, -0.528, -2.206], [3.395, -0.679, -1.240], [0.080, 1.590, -1.189], [4.012, 1.110, 0.417], [-0.318, -0.533, 2.100], [-0.506, 1.129, 2.637], [-2.611, 0.058, 1.579], [-2.137, 1.616, 0.895], [-1.167, -2.203, -1.692], [-1.031, -2.252, 0.084], [-2.638, -2.243, -0.705]],
  "homo_lumo_gap_ev": [7.661, 7.652],
  "multiplicity": 1,
  "de_lowest_kcal_mol": 48.0,
  "smiles": "C[P@@]1(=O)CCC2=C=CC=C[C@H]21"
}

***

# 4
{
  "formula": "C20H32Br6NS",
  "method": "ωB97M-V/def2-TZVPD",
  "elements": ["C", "C", "C", "C", "C", "C", "S", "C", "C", "C", "C", "N", "C", "C", "C", "C", "H", "H", "H", "H", "H", "H", "H", "H", "H", "H", "H", "H", "H", "H", "H", "H", "H", "H", "H", "H", "Br", "C", "C", "Br", "H", "H", "H", "H", "Br", "C", "C", "Br", "H", "H", "H", "H", "Br", "C", "C", "Br", "H", "H", "H", "H"],
  "xyz": [[2.374, -0.365, -0.458], [2.994, 0.299, -1.254], [3.539, 1.043, -2.445], [2.637, 1.034, -3.723], [1.526, -0.040, -3.797], [1.936, -1.431, -4.426], [3.709, -1.813, -4.248], [1.143, -2.515, -3.595], [-0.432, -2.337, -3.744], [-1.102, -1.963, -2.364], [-2.465, -1.228, -2.499], [-2.391, 0.138, -3.021], [-3.310, 0.686, -3.886], [-2.926, 2.000, -4.201], [-1.681, 2.281, -3.478], [-1.450, 1.088, -2.772], [1.749, -1.073, 0.120], [3.713, 2.101, -2.134], [4.554, 0.637, -2.657], [2.148, 2.038, -3.800], [3.303, 0.979, -4.613], [0.746, 0.375, -4.486], [0.999, -0.237, -2.839], [4.086, -1.581, -2.933], [1.396, -3.538, -3.955], [1.411, -2.388, -2.513], [-0.906, -3.277, -4.104], [-0.676, -1.502, -4.441], [-1.316, -2.921, -1.832], [-0.419, -1.402, -1.690], [-3.125, -1.838, -3.156], [-3.010, -1.164, -1.526], [-4.210, 0.188, -4.263], [-3.438, 2.712, -4.858], [-1.057, 3.182, -3.465], [-0.575, 0.992, -2.118], [2.450, 1.533, 4.240], [1.162, 2.357, 3.031], [0.040, 1.410, 2.703], [0.620, 0.068, 1.406], [1.714, 2.686, 2.154], [0.786, 3.225, 3.567], [-0.781, 1.937, 2.220], [-0.339, 0.878, 3.572], [-1.208, 0.591, 6.848], [-2.465, 2.067, 7.023], [-3.101, 2.422, 5.704], [-1.872, 3.428, 4.577], [-1.918, 2.894, 7.468], [-3.218, 1.713, 7.726], [-3.953, 3.084, 5.859], [-3.420, 1.555, 5.132], [-1.228, -3.540, 4.252], [0.294, -2.324, 4.207], [1.424, -2.826, 5.063], [1.063, -2.529, 6.954], [-0.072, -1.347, 4.511], [0.595, -2.285, 3.162], [2.336, -2.268, 4.855], [1.616, -3.888, 4.940]],
  "charge": -1,
  "homo_lumo_gap_ev": 3.636,
  "multiplicity": 1,
  "de_lowest_kcal_mol": 0.0
}

***

# 5
{
  "formula": "C16H57BN19O13P2",
  "method": "ωB97M-V/def2-TZVPD",
  "elements": ["C", "C", "O", "P", "O", "C", "C", "C", "B", "P", "N", "O", "O", "C", "C", "H", "H", "H", "H", "H", "H", "H", "H", "H", "H", "H", "H", "H", "H", "H", "H", "H", "H", "H", "H", "H", "C", "O", "N", "N", "H", "H", "H", "H", "C", "O", "N", "N", "H", "H", "H", "H", "C", "O", "N", "N", "H", "H", "H", "H", "C", "O", "N", "N", "H", "H", "H", "H", "C", "O", "N", "N", "H", "H", "H", "H", "C", "O", "N", "N", "H", "H", "H", "H", "C", "O", "N", "N", "H", "H", "H", "H", "C", "O", "N", "N", "H", "H", "H", "H", "C", "O", "N", "N", "H", "H", "H", "H"],
  "xyz": [[-3.504, 1.032, -0.494], [-3.587, 1.572, -1.919], [-3.821, 0.554, -2.908], [-2.550, -0.185, -3.543], [-2.976, -1.012, -4.680], [-1.747, -1.109, -2.214], [-1.060, -2.386, -2.677], [-0.492, -3.247, -1.502], [-0.629, -2.608, 0.004], [0.463, -1.029, 0.302], [1.696, -1.028, -0.961], [1.351, -1.351, 1.732], [-1.618, 1.034, -3.992], [-0.248, 0.640, -4.226], [0.218, 1.172, -5.577], [-3.861, 1.776, 0.211], [-4.074, 0.112, -0.414], [-2.478, 0.821, -0.210], [-2.707, 2.169, -2.142], [-4.436, 2.247, -1.986], [-1.053, -0.402, -1.759], [-2.544, -1.332, -1.518], [-1.799, -2.962, -3.229], [-0.265, -2.191, -3.394], [-0.962, -4.227, -1.542], [0.562, -3.431, -1.714], [-1.797, -2.349, 0.265], [-0.281, -3.446, 0.821], [1.869, -0.057, -1.188], [1.336, -1.437, -1.819], [1.280, -0.529, 2.228], [-0.167, -0.439, -4.270], [0.353, 1.058, -3.424], [0.200, 0.313, -6.238], [1.246, 1.497, -5.472], [-0.432, 1.952, -5.953], [1.584, -6.245, 1.269], [2.217, -6.478, 0.250], [0.774, -7.195, 1.851], [1.616, -5.060, 1.926], [0.242, -7.024, 2.684], [0.712, -8.085, 1.398], [2.175, -4.320, 1.540], [1.090, -4.882, 2.763], [-1.506, 1.270, 3.028], [-1.039, 1.510, 1.929], [-1.415, 0.030, 3.595], [-2.160, 2.213, 3.775], [-1.798, -0.193, 4.494], [-0.963, -0.691, 3.056], [-2.232, 3.131, 3.380], [-2.554, 2.030, 4.681], [4.056, 0.740, -5.896], [3.573, 1.401, -4.999], [4.539, -0.525, -5.682], [4.158, 1.203, -7.180], [4.941, -1.097, -6.400], [4.458, -0.895, -4.752], [3.791, 2.117, -7.366], [4.538, 0.666, -7.936], [-5.011, 2.269, 6.961], [-4.007, 1.602, 6.770], [-5.974, 1.895, 7.860], [-5.262, 3.437, 6.305], [-6.807, 2.427, 8.029], [-5.829, 1.037, 8.358], [-4.583, 3.749, 5.636], [-6.082, 3.994, 6.468], [-6.031, 6.498, 8.565], [-7.032, 5.958, 8.121], [-5.225, 5.895, 9.489], [-5.640, 7.745, 8.166], [-4.395, 6.316, 9.859], [-5.481, 4.975, 9.792], [-6.211, 8.208, 7.485], [-4.820, 8.206, 8.511], [2.320, 3.342, 1.543], [1.692, 4.061, 2.306], [1.899, 2.116, 1.138], [3.536, 3.738, 1.027], [2.432, 1.543, 0.511], [1.007, 1.768, 1.470], [3.879, 4.637, 1.301], [4.078, 3.177, 0.399], [1.988, -4.974, 5.783], [0.901, -5.256, 5.312], [2.130, -4.072, 6.803], [3.147, -5.529, 5.318], [3.014, -3.816, 7.197], [1.295, -3.641, 7.151], [3.070, -6.174, 4.553], [4.054, -5.304, 5.679], [-0.220, -1.953, -8.072], [0.549, -1.075, -7.718], [-1.368, -2.220, -7.388], [0.013, -2.733, -9.178], [-2.016, -2.936, -7.653], [-1.568, -1.666, -6.567], [0.850, -2.555, -9.697], [-0.607, -3.459, -9.483], [7.951, 1.889, -4.024], [8.976, 2.237, -3.463], [7.279, 0.746, -3.698], [7.381, 2.620, -5.033], [6.432, 0.458, -4.155], [7.648, 0.186, -2.954], [7.840, 3.469, -5.298], [6.528, 2.357, -5.493]],
  "charge": -1,
  "homo_lumo_gap_ev": 4.787,
  "multiplicity": 1
}

***

Molar mass readings, ordered: 116.14, 483.61, 166.16, 797.97, 796.51 g mol⁻¹